Entry 1:
Below is a molecular structure, C4H14N4 at a distorted geometry, with properties calculated with ωB97M-V/def2-TZVPD.

## Properties
**Charge**: 0
**HOMO**: -7.9 eV

Last column: Löwdin charge in e.
Atoms and positions in Å:
C (0.87838, -2.23342, -0.69825)  -0.0867
N (-0.35305, -1.67823, -1.19642)  -0.2932
N (-1.05303, -2.53800, -2.08793)  0.0447
C (-1.01304, -0.66222, -0.56805)  -0.3211
N (-2.24705, -0.48093, -0.89452)  0.0155
H (-1.24608, -2.00305, -2.93284)  0.0744
H (-1.97287, -2.70406, -1.67571)  0.0639
H (-2.65221, 0.33223, -0.44147)  -0.0052
H (-0.30892, 0.21145, 0.23693)  0.1342
H (1.37699, -1.48805, -0.07741)  0.0577
H (0.70468, -3.13824, -0.10394)  0.0788
H (1.52859, -2.49484, -1.53597)  0.0759
C (-0.46632, 2.42681, 1.30930)  -0.1012
C (1.74586, 1.37600, 1.34604)  -0.1033
N (0.41575, 1.40621, 0.73664)  -0.2414
H (0.48982, 1.53019, -0.28727)  0.1244
H (2.35812, 0.63750, 0.82976)  0.0730
H (-0.02446, 3.42932, 1.25495)  0.0802
H (-1.40186, 2.42973, 0.75042)  0.0787
H (-0.65678, 2.18300, 2.35394)  0.0857
H (1.64932, 1.11098, 2.39948)  0.0858
H (2.24815, 2.34762, 1.28232)  0.0796

Forces on the atoms, in the same order (eV/Å):
C 0.0 0.0 -0.1
N 0.2 -0.2 -0.3
N 0.1 0.1 0.3
C 0.6 1.9 1.2
N -0.1 0.0 0.0
H 0.0 0.0 0.1
H 0.1 0.1 0.0
H 0.2 -0.1 0.1
H -1.8 -3.1 -1.6
H 0.0 0.0 0.0
H 0.1 0.1 0.0
H 0.0 0.0 0.1
C 0.2 0.0 -0.3
C -0.2 0.1 -0.2
N 0.5 0.9 -0.5
H 0.2 0.4 0.8
H 0.0 0.0 0.1
H 0.0 0.0 0.1
H 0.0 0.0 0.1
H -0.1 0.0 0.0
H 0.0 -0.1 -0.1
H 0.0 0.0 0.0


Entry 2:
Below is a gas-phase ion, C4H14N4 (charge +2) at a distorted geometry, with properties calculated with ωB97M-V/def2-TZVPD.

## Properties
**Charge**: +2
**HOMO**: -18.6 eV
**Structure (SMILES)**: CC(C)([NH3+])/C(N)=N/[NH3+]

Last column: Löwdin charge in e.
Atoms and positions in Å:
C (-1.91399, -0.10051, 1.10097)  0.0181
C (-0.86633, -0.18436, 0.06016)  -0.4346
C (-1.20247, 0.68150, -1.10389)  -0.0201
N (-0.81992, -1.59645, -0.48423)  0.2090
C (0.74180, 0.37083, 0.33961)  -0.2385
N (0.72814, 1.66588, 0.74682)  0.2133
N (1.61833, -0.47053, -0.03878)  0.0294
N (2.99151, -0.27193, -0.20097)  0.1744
H (-2.65920, -0.58373, 0.55042)  0.0953
H (-1.80423, -0.54340, 2.03245)  0.0988
H (-2.16777, 0.88489, 1.19982)  0.0842
H (-1.00753, 1.65211, -0.87464)  0.0570
H (-0.73430, 0.28475, -2.04482)  0.1372
H (-2.32122, 0.65184, -1.15497)  0.1352
H (0.15812, -1.78410, -0.78804)  0.1478
H (-1.58258, -1.83398, -1.22932)  0.2336
H (-1.00232, -2.32858, 0.26120)  0.2021
H (-0.12340, 2.10913, 1.02799)  0.1255
H (1.54992, 2.20384, 0.93748)  0.1300
H (3.52074, -1.13719, -0.43611)  0.2086
H (3.40432, 0.60490, -0.59022)  0.2112
H (3.49238, -0.27493, 0.68908)  0.1825

Forces on the atoms, in the same order (eV/Å):
C 1.1 -0.7 -1.0
C 3.6 0.3 -0.3
C -2.4 -2.7 -1.6
N -0.6 -2.1 0.5
C -3.0 0.8 0.6
N 0.8 -1.7 -0.3
N -0.5 -1.6 -1.0
N 2.7 0.6 2.0
H -2.1 -0.6 -0.2
H 0.7 -1.0 1.7
H -1.0 2.5 0.5
H 0.9 2.8 0.0
H -0.4 0.9 0.8
H 0.8 -0.1 -0.7
H -0.5 0.1 -0.4
H 1.8 0.9 1.2
H 0.3 1.0 -0.7
H -0.4 0.0 0.1
H 0.4 0.1 0.1
H -1.1 0.3 -1.7
H -0.7 -0.6 -0.8
H -0.4 0.7 1.4


Entry 3:
Below is a molecular structure, C4H14N5O2S at a distorted geometry, with properties calculated with ωB97M-V/def2-TZVPD.

## Properties
**Charge**: +1
**HOMO**: -13.2 eV

Last column: Löwdin charge in e.
Atoms and positions in Å:
C (0.52212, 1.53009, 0.48575)  -0.1480
C (-0.59224, 0.82321, -1.64394)  -0.2116
C (1.69418, 0.76551, 0.05889)  -0.2128
C (-0.71030, 1.75693, -0.45804)  -0.3128
N (1.08280, -2.59915, 0.98352)  0.0431
N (1.71330, -1.37678, 0.91007)  -0.0123
N (-0.82564, -0.44948, -1.07942)  -0.2748
N (1.44856, -0.67962, -0.05358)  -0.0500
N (-1.95675, 1.30960, 0.15074)  -0.0060
O (-1.55563, -2.59017, -0.42436)  -0.3001
O (-1.25908, -1.06228, 1.45595)  -0.2829
S (-1.89041, -1.01171, -0.02616)  1.0926
H (0.13305, 0.84947, 1.34094)  0.1220
H (0.92254, 2.37407, 1.14415)  0.1522
H (-1.28703, 1.19569, -2.41737)  0.1316
H (0.27155, 0.86206, -2.33316)  0.1428
H (2.06219, 1.22291, -0.97690)  0.1661
H (2.51523, 0.89913, 0.76589)  0.1211
H (-0.72418, 2.75628, -0.76681)  0.1282
H (1.51273, -3.39287, 1.51412)  0.1431
H (0.49519, -2.97966, 0.22584)  0.0926
H (-0.48161, -1.58293, 1.77217)  0.0732
H (0.21215, -0.85939, -0.88425)  0.0869
H (-2.76794, 1.61246, -0.34526)  0.1083
H (-2.13105, 1.47961, 1.12244)  0.1099
H (-1.90579, -2.89964, -1.27979)  0.0975

Forces on the atoms, in the same order (eV/Å):
C -2.2 -0.4 4.3
C -1.3 2.0 -1.1
C 3.3 0.5 -2.7
C 1.9 -0.5 0.9
N 0.2 -0.9 0.0
N 0.6 -1.1 1.6
N 1.4 -2.9 -1.3
N -0.9 -0.1 -1.5
N 0.0 0.3 0.5
O 0.1 -0.4 1.1
O -0.9 0.2 -0.2
S 1.0 -0.1 -0.8
H 0.2 1.2 -1.1
H -0.9 -0.4 -1.6
H -0.8 -0.7 0.5
H 0.4 -0.4 1.3
H -0.5 -1.5 2.0
H -0.1 0.1 0.0
H -0.2 1.6 -0.4
H 0.0 1.8 -0.4
H 0.5 0.8 -0.1
H -0.2 -0.3 -1.0
H -1.5 0.0 -0.1
H -0.5 0.4 -0.5
H 0.4 0.4 0.5
H -0.1 0.7 0.3


Entry 4:
Below is a gas-phase ion, C4H14N8 (charge +2) at a distorted geometry, with properties calculated with ωB97M-V/def2-TZVPD.

## Properties
**Charge**: +2
**HOMO**: -17.0 eV
**Structure (SMILES)**: [H]/N=N/C1=[NH+][C@H](C)N(N)[C@H](N[NH3+])N1

Last column: Löwdin charge in e.
Atoms and positions in Å:
H (5.15581, 0.50593, -0.05213)  0.1237
N (4.23909, 0.52856, -0.55341)  0.2233
N (3.33357, 0.36136, 0.31403)  0.0624
C (1.95957, 0.21096, 0.21026)  -0.2377
N (1.53303, -1.05155, 0.37065)  0.1721
C (0.09376, -1.40415, 0.36332)  -0.3271
C (0.00007, -2.54291, -0.61339)  0.0088
N (-0.79447, -0.32044, 0.00471)  -0.1068
N (-2.08604, -0.60792, 0.38433)  0.0548
C (-0.28108, 1.15124, 0.54202)  -0.2094
N (-1.01216, 2.12504, -0.23265)  0.0278
N (-2.45222, 1.99090, -0.57672)  0.1786
N (1.05090, 1.20793, 0.05784)  0.1711
H (2.24643, -1.75405, 0.39738)  0.1684
H (-0.01252, -1.79736, 1.42539)  0.1832
H (-0.14689, -2.12341, -1.64519)  0.1355
H (-0.81175, -3.12175, -0.52143)  0.0511
H (0.86691, -3.08196, -0.61074)  0.0657
H (-2.09042, -0.96055, 1.33522)  0.1203
H (-2.36512, -1.41651, -0.06282)  0.0837
H (-0.47168, 1.26860, 1.66256)  0.1900
H (-0.69630, 3.04988, -0.04077)  0.1394
H (-2.85376, 0.94597, -0.41959)  0.1905
H (-2.60315, 2.09345, -1.58530)  0.1723
H (-3.17340, 2.64264, -0.07954)  0.2257
H (1.37181, 2.10010, -0.07404)  0.1326

Forces on the atoms, in the same order (eV/Å):
H -0.6 0.2 -0.1
N -2.7 -0.6 1.4
N 2.2 0.8 -0.5
C -0.6 -1.5 -1.0
N -0.2 3.5 -0.6
C 1.4 -1.4 1.6
C -0.2 3.6 -2.3
N 2.8 3.1 0.3
N -0.6 1.5 1.9
C -3.3 -3.9 -0.2
N -1.5 -0.6 -1.2
N -1.2 -0.9 1.2
N 0.9 -2.2 1.3
H 0.1 -0.5 0.2
H -0.7 0.5 -0.9
H 0.6 -0.1 0.8
H -2.9 -2.4 1.0
H 2.1 -1.8 0.1
H -0.2 0.4 0.9
H -0.9 -1.9 -2.1
H 0.7 -0.3 -1.2
H -0.7 1.0 0.0
H 1.7 1.6 0.6
H 0.6 0.5 0.0
H 1.9 -1.0 -0.7
H 1.4 2.5 -0.6


Entry 5:
Below is 2 unconnected molecules or ions with the total composition C4H14NO at a distorted geometry, with properties calculated with ωB97M-V/def2-TZVPD.

## Properties
**Charge**: 0
**2S+1**: 2
**HOMO (alpha / beta)**: -2.7 / -11.8 eV

Last column: Löwdin charge in e.
Atoms and positions in Å:
C (-0.32724, 0.18174, 1.89883)  -0.0704
C (-0.97831, 0.32408, 0.53916)  -0.4415
N (0.08519, 0.50462, -0.49410)  -0.0517
C (0.83091, 1.79489, -0.45942)  -0.1318
C (-1.78228, -0.91928, 0.15897)  -0.1054
H (-0.98565, 0.40642, 2.74374)  0.0898
H (0.55581, 0.81302, 1.97430)  0.0698
H (0.01619, -0.84205, 2.01501)  0.0756
H (-1.64868, 1.17975, 0.47001)  0.1328
H (0.76076, -0.26667, -0.36543)  0.0889
H (-0.32031, 0.32077, -1.45691)  0.0553
H (0.39611, 2.43799, 0.29440)  0.0828
H (1.88087, 1.61791, -0.24528)  0.0750
H (0.67178, 2.28655, -1.40809)  0.0436
H (-1.21162, -1.81190, 0.42764)  0.0732
H (-2.07935, -0.89270, -0.88539)  0.0490
H (-2.66318, -0.93741, 0.81270)  0.0866
H (2.61831, -1.37202, -1.63128)  0.0236
H (1.61329, -2.53186, -1.45323)  0.0272
O (1.73514, -1.58551, -1.28752)  -0.1725

Forces on the atoms, in the same order (eV/Å):
C 0.2 0.1 0.3
C -0.5 -0.4 -0.3
N 0.3 -0.3 0.4
C -0.5 0.0 0.1
C 0.0 0.2 1.0
H -0.1 0.0 -0.3
H 0.0 0.2 0.1
H 0.1 -0.2 0.1
H 0.2 0.2 0.0
H 0.0 -0.1 -0.3
H 0.1 0.3 0.0
H 0.0 0.0 0.3
H 0.0 0.0 -0.1
H 0.2 0.1 -0.5
H 0.0 -0.1 -0.5
H -0.1 -0.2 -0.1
H 0.0 0.0 -0.3
H -0.1 0.0 0.0
H 0.0 0.0 0.0
O 0.2 0.0 0.1


Entry 6:
Below is 2 unconnected molecules or ions with the total composition C4H14NO at a distorted geometry, with properties calculated with ωB97M-V/def2-TZVPD.

## Properties
**Charge**: 0
**2S+1**: 2
**HOMO (alpha / beta)**: -2.7 / -11.6 eV

Last column: Löwdin charge in e.
Atoms and positions in Å:
C (-0.62208, -2.23289, -0.03722)  -0.1363
C (-0.67988, -0.78616, 0.38732)  -0.2317
N (0.40944, 0.00683, -0.30685)  -0.0342
C (0.00671, 1.05940, -1.25607)  -0.2932
C (-0.84606, 2.17148, -0.67217)  -0.1013
H (-1.53476, -2.78061, 0.24000)  0.0811
H (-0.61447, -2.29478, -1.13443)  0.0722
H (0.25045, -2.75822, 0.35038)  0.0583
H (-0.56490, -0.53693, 1.43710)  0.0950
H (-1.60614, -0.36410, -0.00699)  0.1089
H (1.13954, 0.30185, 0.36591)  0.0761
H (0.97725, -0.71880, -0.81387)  0.0769
H (0.89123, 1.39118, -1.79731)  0.0897
H (-0.53200, 0.55013, -2.06861)  0.1159
H (-0.49487, 2.50729, 0.29204)  0.0597
H (-1.89120, 1.88773, -0.58577)  0.0692
H (-0.79177, 3.00458, -1.36960)  0.0750
H (2.08500, 0.61169, 2.57195)  0.0141
H (2.49814, -0.85242, 2.39299)  0.0205
O (1.92036, -0.16726, 2.01118)  -0.2159

Forces on the atoms, in the same order (eV/Å):
C -0.2 -0.6 -0.2
C -0.3 1.0 -0.8
N 0.8 -1.1 -0.2
C -0.5 -0.4 -0.9
C 0.2 -0.1 -0.3
H 0.2 0.2 0.3
H 0.2 0.1 0.2
H 0.0 0.0 0.0
H -0.2 -0.5 0.1
H 0.0 0.0 0.4
H -0.3 0.3 0.4
H 0.0 0.4 -0.3
H 0.4 0.3 0.6
H -0.2 0.0 0.3
H 0.2 0.1 0.2
H -0.1 -0.1 0.1
H -0.1 0.2 0.0
H 0.0 0.1 -0.1
H 0.0 -0.1 -0.2
O 0.0 0.0 0.4


What did the sixth record say?
Below is 2 unconnected molecules or ions with the total composition C4H14NO at a distorted geometry, with properties calculated with ωB97M-V/def2-TZVPD.

## Properties
**Charge**: 0
**2S+1**: 2
**HOMO (alpha / beta)**: -2.7 / -11.6 eV

Last column: Löwdin charge in e.
Atoms and positions in Å:
C (-0.62208, -2.23289, -0.03722)  -0.1363
C (-0.67988, -0.78616, 0.38732)  -0.2317
N (0.40944, 0.00683, -0.30685)  -0.0342
C (0.00671, 1.05940, -1.25607)  -0.2932
C (-0.84606, 2.17148, -0.67217)  -0.1013
H (-1.53476, -2.78061, 0.24000)  0.0811
H (-0.61447, -2.29478, -1.13443)  0.0722
H (0.25045, -2.75822, 0.35038)  0.0583
H (-0.56490, -0.53693, 1.43710)  0.0950
H (-1.60614, -0.36410, -0.00699)  0.1089
H (1.13954, 0.30185, 0.36591)  0.0761
H (0.97725, -0.71880, -0.81387)  0.0769
H (0.89123, 1.39118, -1.79731)  0.0897
H (-0.53200, 0.55013, -2.06861)  0.1159
H (-0.49487, 2.50729, 0.29204)  0.0597
H (-1.89120, 1.88773, -0.58577)  0.0692
H (-0.79177, 3.00458, -1.36960)  0.0750
H (2.08500, 0.61169, 2.57195)  0.0141
H (2.49814, -0.85242, 2.39299)  0.0205
O (1.92036, -0.16726, 2.01118)  -0.2159

Forces on the atoms, in the same order (eV/Å):
C -0.2 -0.6 -0.2
C -0.3 1.0 -0.8
N 0.8 -1.1 -0.2
C -0.5 -0.4 -0.9
C 0.2 -0.1 -0.3
H 0.2 0.2 0.3
H 0.2 0.1 0.2
H 0.0 0.0 0.0
H -0.2 -0.5 0.1
H 0.0 0.0 0.4
H -0.3 0.3 0.4
H 0.0 0.4 -0.3
H 0.4 0.3 0.6
H -0.2 0.0 0.3
H 0.2 0.1 0.2
H -0.1 -0.1 0.1
H -0.1 0.2 0.0
H 0.0 0.1 -0.1
H 0.0 -0.1 -0.2
O 0.0 0.0 0.4


Number 1 is which compound?
C4H14N4